# 1
Here is C22H36N4O2PPtS3 as an isolated structure in a non-equilibrium geometry from OMol25. Energies are from ωB97M-V/def2-TZVPD.

The frontier orbital gap (spin up / spin down) is 5.0 / 5.0 eV. Its HOMO energy (spin up / spin down) is -2.8189 / -2.8188 eV. Its net charge is -1.

Element x y z (Å)
Pt -0.0201 1.0735 -0.5637
C 3.5345 4.0922 0.7001
C 2.2926 3.4210 0.1758
S 2.0431 1.8266 0.7819
C 1.4474 4.0491 -0.6821
C 1.6625 5.4935 -1.0428
S 0.0535 3.3314 -1.4226
H 4.0778 3.3963 1.3360
H 3.2912 4.9789 1.2883
H 4.1868 4.4003 -0.1209
H 2.6966 5.6845 -1.3317
H 1.4383 6.1330 -0.1852
H 1.0034 5.7833 -1.8583
C -5.2526 2.2052 0.9035
N -4.3928 1.4291 0.0590
C -4.8301 0.5445 -0.9795
C -3.4753 0.1817 -1.6530
O -3.3653 -0.6092 -2.5650
N -2.5022 0.8452 -0.9936
C -3.0489 1.5403 0.0039
N -2.3768 2.3005 0.8700
H -6.2070 2.3517 0.3963
H -4.7862 3.1734 1.0903
H -5.4300 1.7145 1.8649
H -5.5274 1.0212 -1.6759
H -5.2966 -0.3625 -0.5828
H -1.3810 2.3658 0.5925
H -2.4661 1.9909 1.8791
C 0.0950 -3.9545 0.4134
C -0.6689 -2.7346 -0.1053
C -1.4264 -3.0831 -1.3846
C -1.6892 -2.2989 0.9511
P 0.4679 -1.2237 -0.3934
C 1.4841 -1.3687 1.1248
C 2.6660 -2.0889 1.2193
C 3.3662 -2.1923 2.4086
C 2.8769 -1.5670 3.5450
C 1.7153 -0.8302 3.4842
C 1.0106 -0.6936 2.2816
C 1.5407 -1.4849 -1.9403
C 2.0901 -2.8652 -2.2971
C 0.6585 -0.9790 -3.0900
C 2.6998 -0.4948 -1.8066
H -0.5870 -4.8020 0.5093
H 0.5208 -3.7491 1.3943
H 0.8972 -4.2382 -0.2631
H -2.1969 -3.8238 -1.1633
H -0.7712 -3.5093 -2.1406
H -1.9140 -2.2025 -1.7991
H -2.4416 -3.0779 1.0854
H -2.1923 -1.3842 0.6392
H -1.2155 -2.1194 1.9137
H 3.0510 -2.6006 0.3510
H 4.2893 -2.7547 2.4464
H 3.4181 -1.6364 4.4791
H 1.3336 -0.3295 4.3628
H -0.2997 0.4513 1.2581
H 1.2995 -3.5945 -2.4541
H 2.7744 -3.2467 -1.5435
H 2.6503 -2.7741 -3.2298
H -0.1644 -1.6499 -3.3156
H 1.2618 -0.8549 -3.9882
H 0.2285 -0.0032 -2.8260
H 3.3701 -0.7457 -0.9878
H 2.2959 0.5035 -1.6171
H 3.2658 -0.4604 -2.7379
O -2.2366 1.1098 3.1822
S -0.7551 0.9540 3.5242
N -0.1374 0.0399 2.2252

# 2
Here is a 2-piece molecular cluster, ClH2N2O overall in a non-equilibrium geometry from OMol25. Energies are from ωB97M-V/def2-TZVPD.

The frontier orbital gap (spin up / spin down) is 8.5 / 7.1 eV. Its HOMO energy (spin up / spin down) is -3.8261 / -2.5876 eV. The value obtained for the energy above the lowest of the compared OMol25 structures with the same formula, charge and spin is 5.828 eV. Its net charge is -1.

Element x y z (Å)
N -1.7582 -0.8877 -0.8522
N 0.3607 -0.3843 -0.1084
O -2.3214 -1.6630 -0.1233
Cl -1.1152 -1.6177 -2.6068
H 0.4094 -0.5627 0.9010
H 0.2702 0.6405 -0.2733

# 3
Here is a 2-piece molecular cluster, C4H7N4 overall in a non-equilibrium geometry from OMol25. Energies are from ωB97M-V/def2-TZVPD.

The frontier orbital gap is 9.0 eV. Its HOMO energy is -12.2803 eV. The value obtained for the energy above the lowest of the compared OMol25 structures with the same formula, charge and spin is 2.432 eV. Its net charge is +1.

Element x y z (Å)
C -1.3143 1.3229 -0.9447
C 0.5962 -1.6747 1.9839
C -0.0530 -0.4379 -0.6655
C 0.7381 0.5786 -1.1390
N -0.6650 -1.5289 2.0537
N -1.6998 -1.2932 1.7257
N -0.0603 1.6541 -1.2713
N -1.3130 0.0570 -0.6038
H -2.1792 1.8425 -1.2348
H 1.1575 -2.5781 2.0759
H 1.2122 -0.7641 2.1759
H 0.2522 -1.5244 -0.3621
H 1.8077 0.6023 -1.4706
H 0.0491 2.5935 -1.5795
H -2.1781 -0.4479 -0.4020

# 4
Here is C28H47BeCl3N2O3PSi as an isolated structure in a non-equilibrium geometry from OMol25. Energies are from ωB97M-V/def2-TZVPD.

The frontier orbital gap (spin up / spin down) is 4.3 / 2.7 eV. Its HOMO energy (spin up / spin down) is -2.1149 / -0.4924 eV. The value obtained for the energy above the lowest of the compared OMol25 structures with the same formula, charge and spin is 0.466 eV. Its net charge is -1.

Element x y z (Å)
C -6.7876 1.8215 0.4409
C -7.5173 0.8458 1.2924
H -7.1567 1.7153 -0.5879
H -5.7039 1.7202 0.4490
H -7.0290 2.8486 0.7552
C -8.8703 0.9314 1.2939
C -9.6289 1.9537 0.5278
H -9.4636 0.2953 1.9369
H -9.3688 1.9906 -0.5378
H -9.4732 2.9608 0.9399
H -10.6957 1.7290 0.6078
Be -4.1390 0.2942 1.8963
Cl -2.1263 1.5904 1.8744
Cl -4.5021 1.5726 3.4869
C -2.3018 -1.0796 3.1177
O -3.1587 -1.0738 2.1499
N -1.5979 -2.1365 3.4540
C -1.4899 -3.3115 2.5718
C -0.9238 -2.1622 4.7570
H -2.1506 -0.1489 3.6640
H -1.0080 -3.0232 1.6277
H -2.4659 -3.7672 2.3578
H -0.8608 -4.0419 3.0908
H -0.3509 -1.2390 4.9050
H -0.2579 -3.0287 4.7832
H -1.6633 -2.2440 5.5675
H -2.2468 1.4024 -3.1296
H -5.7163 1.2950 -1.7881
C -2.9154 0.5225 -3.2235
C -5.2330 0.4110 -2.2245
N -3.7810 0.4590 -2.0466
H -2.3063 -0.3925 -3.3021
C -3.3092 0.5468 -0.8079
O -4.0863 0.5712 0.1810
H -5.6549 -0.4963 -1.7590
H -2.2100 0.5376 -0.7049
H -3.5838 0.6349 -4.0865
H -5.4270 0.3986 -3.2947
O -5.4984 -0.5373 1.8168
C -6.7544 0.0168 2.3058
C -8.5694 -1.7204 2.6444
C -7.5377 -0.9325 3.1594
H -8.8255 -1.6625 1.5817
C -9.3204 -2.5124 3.5207
H -6.3927 0.7936 3.0333
C -7.2402 -0.9514 4.5254
H -10.1396 -3.0986 3.1003
C -9.0442 -2.5190 4.8840
C -7.9985 -1.7383 5.3909
H -6.4219 -0.3099 4.8709
H -9.6681 -3.1136 5.5534
H -7.7758 -1.7237 6.4574
Si -4.8375 -2.3756 1.5214
Cl -0.0769 -0.5010 -1.0523
C -6.3921 -3.2032 0.7942
C -4.8866 -3.0623 3.2534
C -3.7622 -2.6486 0.0100
H -7.0989 -3.5988 1.5351
H -6.0428 -4.0507 0.1915
H -6.9418 -2.5121 0.1477
H -4.0383 -3.5714 -0.5326
H -2.6913 -2.7057 0.2418
H -3.8990 -1.8091 -0.6823
H -5.9036 -3.3872 3.5008
H -4.6075 -2.3515 4.0423
H -4.2518 -3.9494 3.3400
C 1.8149 -2.3778 -2.4770
P 1.6841 -1.5564 -0.8854
C 1.2966 -2.5686 0.5534
C 3.0619 -0.4804 -0.6028
C 2.9238 0.8332 -0.1152
C 4.0617 1.5635 0.2358
C 5.3322 0.9961 0.1211
C 5.4764 -0.3024 -0.3890
C 4.3515 -1.0362 -0.7603
H 0.7985 -2.6134 -2.8358
H 2.3209 -1.7171 -3.2053
H 2.4024 -3.3080 -2.3998
H 2.2023 -3.0435 0.9514
H 0.8693 -1.9191 1.3333
H 0.5788 -3.3475 0.2611
H 1.9309 1.2651 0.0033
H 3.9519 2.5849 0.6194
H 6.2141 1.5637 0.4324
H 6.4663 -0.7496 -0.4793
H 4.4550 -2.0510 -1.1526

# 5
Here is C18H22CoN6O2PSe3 as an isolated structure from OMol25. Energies are from ωB97M-V/def2-TZVPD.

The frontier orbital gap (spin up / spin down) is 6.8 / 3.9 eV. Its expectation value of S² is 6.014. Its HOMO energy (spin up / spin down) is -18.7978 / -18.7823 eV. The spin multiplicity is 5. Its net charge is +4.

Element x y z (Å)
Co 0.1810 0.0332 0.2937
Se -1.5527 -2.6858 1.8291
Se 0.6979 -2.4818 2.2071
C 0.4928 -0.8289 3.1748
C 0.7080 -0.7538 4.5327
C 0.5341 0.4888 5.1437
C 0.1679 1.5718 4.3640
C -0.0113 1.3975 2.9992
N 0.1400 0.2119 2.3926
C -1.4528 -2.6684 -0.0815
C -2.1305 -3.6392 -0.7949
C -2.0494 -3.5994 -2.1849
C -1.3132 -2.5892 -2.7776
C -0.6951 -1.6370 -1.9740
N -0.7482 -1.6614 -0.6356
H 1.0040 -1.6265 5.1004
H 0.6813 0.5956 6.2112
H 0.0289 2.5506 4.8040
H -0.2759 2.2289 2.3584
H -2.6879 -4.4170 -0.2880
H -2.5498 -4.3504 -2.7839
H -1.2143 -2.5304 -3.8532
H -0.1347 -0.8239 -2.4193
N -1.1633 3.8150 -3.6721
C -0.6047 3.6308 -2.2825
P -1.6977 2.4696 -1.3393
O -2.5976 1.8718 -2.3756
O -0.8113 1.6183 -0.4641
C -2.8533 3.4853 -0.2947
N -4.2639 3.0892 -0.6574
H -0.4336 3.7964 -4.3902
H -1.6563 4.7043 -3.7865
H -1.8339 3.0501 -3.8516
H -0.4720 4.5999 -1.8045
H 0.3749 3.1641 -2.3652
H -2.7356 4.5469 -0.5054
H -2.6901 3.3344 0.7689
H -4.2241 2.5842 -1.5605
H -4.8937 3.8923 -0.7364
H -4.6810 2.4546 0.0268
Se 2.8172 -1.5970 -1.1062
N 2.1122 -0.1779 -0.1976
C 3.1184 0.6724 0.0359
C 3.0335 1.9095 0.7232
C 4.1711 2.6400 0.8784
C 5.4433 2.2152 0.3684
C 5.5755 1.0473 -0.2928
C 4.4087 0.2393 -0.4746
N 4.4075 -0.9198 -1.1005
H 2.0861 2.2593 1.1165
H 4.1225 3.5818 1.4111
H 6.3081 2.8476 0.5189
H 6.5254 0.7055 -0.6809

# 6
Here is C37H29Cl2NO2P2STi as an isolated structure from OMol25. Energies are from ωB97M-V/def2-TZVPD.

The frontier orbital gap (spin up / spin down) is 5.9 / 7.7 eV. Its expectation value of S² is 2.040. Its HOMO energy (spin up / spin down) is -5.8946 / -7.7718 eV. The value obtained for the energy above the lowest of the compared OMol25 structures with the same formula, charge and spin is 0.000 eV. The spin multiplicity is 3. Its net charge is 0.

Element x y z (Å)
Ti -1.2173 0.4612 -2.1189
Cl -8.3443 -0.7394 -2.3304
C -6.6219 -0.6833 -2.0586
C -6.0552 -1.6024 -1.1769
C -4.6870 -1.5440 -0.9732
Cl -3.9496 -2.6657 0.1299
C -3.8761 -0.6122 -1.6134
O -2.5626 -0.6068 -1.3755
C -4.4640 0.3281 -2.5122
C -3.7403 1.3110 -3.2209
O -2.4481 1.5092 -3.1531
C -5.8687 0.2554 -2.7107
H -6.6583 -2.3374 -0.6660
H -4.2840 1.9739 -3.8897
H -6.3407 0.9533 -3.3895
S 0.7303 1.3338 -3.6474
C 0.5525 -0.3424 -4.0299
C 1.2442 -1.0154 -5.0575
C 1.0134 -2.3513 -5.2615
C 0.0905 -3.0468 -4.4661
C -0.5683 -2.3410 -3.4927
N -0.3310 -1.0363 -3.2822
H 1.9431 -0.4581 -5.6647
H 1.5446 -2.8727 -6.0484
H -0.1136 -4.0974 -4.6087
H -1.3125 -2.7875 -2.8435
C 1.6882 1.6530 1.1225
P 0.5016 0.7577 0.0238
C -0.8359 2.0308 -0.1144
C -0.4863 3.2125 -0.7891
C -1.4208 4.2105 -0.9956
C -2.7263 4.0442 -0.5470
C -3.0892 2.8819 0.1115
C -2.1507 1.8803 0.3342
C -0.2127 -0.4998 1.1332
C -0.6300 -0.2427 2.4416
C -1.1418 -1.2591 3.2270
C -1.2429 -2.5497 2.7145
C -0.8366 -2.8142 1.4193
C -0.3233 -1.7910 0.6318
P 3.4267 1.0845 0.8401
C 3.2141 -0.7037 1.1717
C 2.9339 -1.2276 2.4352
C 2.7464 -2.5871 2.6075
C 2.8318 -3.4452 1.5156
C 3.1018 -2.9381 0.2555
C 3.2960 -1.5712 0.0859
C 4.2186 1.6390 2.3951
C 3.7911 2.7819 3.0684
C 4.4650 3.2400 4.1933
C 5.5789 2.5620 4.6625
C 6.0177 1.4257 3.9954
C 5.3479 0.9728 2.8710
H 1.3676 1.5181 2.1576
H 1.6288 2.7120 0.8694
H 0.5180 3.3359 -1.1806
H -1.1361 5.1087 -1.5272
H -3.4625 4.8177 -0.7222
H -4.1060 2.7402 0.4539
H -2.4518 0.9675 0.8317
H -0.5621 0.7606 2.8479
H -1.4684 -1.0488 4.2374
H -1.6459 -3.3437 3.3304
H -0.9165 -3.8145 1.0134
H 0.0005 -2.0046 -0.3811
H 2.8701 -0.5641 3.2907
H 2.5265 -2.9815 3.5915
H 2.6848 -4.5093 1.6522
H 3.1690 -3.6018 -0.5973
H 3.5127 -1.1743 -0.8994
H 2.9248 3.3332 2.7239
H 4.1139 4.1287 4.7021
H 6.1038 2.9153 5.5403
H 6.8874 0.8888 4.3523
H 5.7029 0.0825 2.3642

# 7
Here is the molecule C3H6F2N2 in a non-equilibrium geometry from OMol25. Energies are from ωB97M-V/def2-TZVPD.

The frontier orbital gap is 7.8 eV. Its HOMO energy is -7.8204 eV. The value obtained for the energy above the lowest of the compared OMol25 structures with the same formula, charge and spin is 8.352 eV. Its net charge is 0.

Element x y z (Å)
C 0.9854 -0.3640 -1.3363
C -0.7309 0.1826 0.3755
C 0.6761 0.2077 -0.0411
N 3.0434 -0.3361 -3.3951
N 2.1320 -0.1306 -2.0773
F 3.8266 0.7177 -3.3356
F 2.6976 0.9784 -1.3717
H 0.3092 -1.1475 -1.7655
H -1.0544 -0.9011 0.2195
H -1.5775 0.8042 0.0385
H -0.5982 0.3593 1.4855
H 1.2260 -0.3445 0.6819
H 0.9838 1.2754 -0.0561

# 8
Here is a 5-piece molecular cluster, C25H30BrN2O17 overall in a non-equilibrium geometry from OMol25. Energies are from ωB97M-V/def2-TZVPD.

The frontier orbital gap is 7.0 eV. Its HOMO energy is -11.8966 eV. Its net charge is +1.

Element x y z (Å)
O -2.5357 1.5655 3.2175
C -3.0705 2.2223 2.4547
N -3.6310 2.9782 1.6577
C -2.6325 3.6475 0.8706
C -1.7344 2.9076 0.1501
N -0.7877 3.5120 -0.5799
C 0.1628 2.6013 -1.2918
C 1.4677 2.5405 -0.4883
O 2.5394 2.6503 -0.9785
O 1.2985 2.3471 0.8644
C -0.6790 4.8461 -0.6351
Br 0.6584 5.6932 -1.6252
C -1.5759 5.6386 0.0738
C -2.5553 5.0341 0.8425
C -3.5124 5.9215 1.6085
O -4.6113 6.1111 1.2016
O -3.0427 6.4822 2.7267
H -1.7917 1.8328 0.1949
H 0.3586 2.9283 -2.3012
H -0.3002 1.6283 -1.2787
H 0.9545 3.1551 1.2632
H -1.4657 6.7086 0.0224
H -2.1977 6.0948 2.9873
C -3.0433 -1.5008 3.4639
C -3.6605 -2.3210 2.3575
C -4.5534 -3.4515 2.8137
O -4.4071 -4.3981 1.7445
C -3.1968 -4.1909 1.1743
O -2.6815 -4.9126 0.3859
O -2.6470 -3.0335 1.6292
H -2.4018 -2.1209 4.0909
H -2.4166 -0.7225 3.0422
H -3.8072 -1.0361 4.0875
H -4.1851 -1.6695 1.6512
H -5.5935 -3.1558 2.9251
H -4.2106 -3.9174 3.7402
C 6.5952 4.0108 -0.8788
C 5.6417 4.6497 -1.8563
C 6.2975 5.2543 -3.0763
O 5.3846 6.3084 -3.4182
C 4.7522 6.6825 -2.2842
O 4.0682 7.6499 -2.1790
O 4.9992 5.8050 -1.2807
H 7.2952 4.7482 -0.4847
H 6.0508 3.5998 -0.0290
H 7.1551 3.2062 -1.3549
H 4.8605 3.9390 -2.1402
H 6.3948 4.5513 -3.8995
H 7.2735 5.6951 -2.8623
C 1.0935 -2.5347 0.6827
C 0.3403 -2.2568 -0.5934
C 0.9629 -2.8467 -1.8327
O 0.5312 -1.9236 -2.8593
C 0.3250 -0.7424 -2.2711
O 0.1221 0.2934 -2.8367
O 0.3520 -0.8466 -0.9212
H 2.0962 -2.1082 0.6399
H 0.5860 -2.0779 1.5328
H 1.1722 -3.6071 0.8600
H -0.7036 -2.5661 -0.4901
H 0.6062 -3.8501 -2.0393
H 2.0536 -2.8488 -1.8058
C -2.0473 -7.8430 0.3024
C -1.1558 -6.7252 -0.1734
C -0.8231 -6.7647 -1.6475
O 0.4654 -6.1244 -1.6851
C 1.0483 -6.3179 -0.4714
O 2.1845 -6.0697 -0.2314
O 0.1587 -6.8151 0.4150
H -1.5669 -8.8101 0.1494
H -2.2418 -7.7464 1.3696
H -3.0000 -7.8289 -0.2261
H -1.5830 -5.7580 0.1088
H -1.5402 -6.2195 -2.2568
H -0.7171 -7.7783 -2.0385